No. 1
{
  "formula": "C32H38GeNReSb2",
  "method": "ωB97M-V/def2-TZVPD",
  "e_homo_ev": [-16.98, -16.98],
  "s_squared": 0.762,
  "charge": 3,
  "e_lumo_ev": [-10.460, -10.832],
  "spin_multiplicity": 2,
  "gap_ha": [0.2398, 0.2260],
  "species": ["Re", "C", "C", "C", "Sb", "C", "C", "C", "C", "C", "C", "C", "C", "C", "C", "C", "C", "Sb", "C", "C", "C", "C", "C", "C", "C", "C", "C", "C", "C", "C", "H", "H", "H", "H", "H", "H", "H", "H", "H", "H", "H", "H", "H", "H", "H", "H", "H", "H", "H", "H", "H", "H", "H", "H", "H", "H", "C", "Ge", "C", "C", "C", "H", "H", "H", "H", "H", "H", "H", "H", "H", "H", "H", "N", "C", "H"],
  "coordinates": [[-0.30709, 0.73107, 0.37306], [-1.08599, -2.47484, -1.50918], [0.43480, -2.42937, -1.37053], [0.92722, -2.39364, 0.08848], [1.96991, -0.62873, 0.77925], [3.72310, -0.22700, -0.27286], [4.84525, 0.01899, 0.51794], [6.05439, 0.30293, -0.10454], [6.13241, 0.33709, -1.48901], [5.00770, 0.08670, -2.26794], [3.79144, -0.19142, -1.66468], [2.48062, -0.90045, 2.77980], [2.88960, -2.16722, 3.19652], [3.27650, -2.34871, 4.51755], [3.25537, -1.27804, 5.40132], [2.84693, -0.01905, 4.97765], [2.45312, 0.17673, 3.66202], [-2.22735, -0.82155, -0.78320], [-3.18432, 0.07468, -2.40728], [-2.55237, 0.09386, -3.65078], [-3.21021, 0.66137, -4.73137], [-4.47857, 1.20612, -4.56493], [-5.10159, 1.17701, -3.32454], [-4.45698, 0.61090, -2.23308], [-3.63413, -1.48804, 0.61410], [-4.36358, -0.56442, 1.35999], [-5.30660, -1.01893, 2.27052], [-5.50974, -2.38327, 2.43544], [-4.77757, -3.30056, 1.69398], [-3.83423, -2.85858, 0.77621], [-1.48339, -3.34117, -0.98090], [-1.38638, -2.54594, -2.55513], [0.84995, -1.62689, -1.98046], [0.82001, -3.34231, -1.82820], [1.64226, -3.19472, 0.28444], [0.10693, -2.53834, 0.79765], [4.79440, -0.02030, 1.59929], [6.93374, 0.48851, 0.49756], [7.07751, 0.55351, -1.96899], [5.08328, 0.09902, -3.34714], [2.92802, -0.39570, -2.28649], [2.92774, -3.00793, 2.51380], [3.60244, -3.32443, 4.85218], [3.56605, -1.42426, 6.42722], [2.84281, 0.81088, 5.67166], [2.14210, 1.16344, 3.33489], [-1.57759, -0.35810, -3.80048], [-2.74152, 0.66489, -5.70653], [-4.98929, 1.64427, -5.41189], [-6.09673, 1.58392, -3.20525], [-4.96151, 0.56747, -1.27496], [-4.21719, 0.50255, 1.23372], [-5.89005, -0.31134, 2.84437], [-6.25266, -2.73374, 3.13962], [-4.94887, -4.36140, 1.81852], [-3.28989, -3.58368, 0.18612], [2.52236, 3.33372, -0.19362], [0.74761, 3.17929, -0.94828], [0.44278, 1.61650, -2.12146], [-0.06543, 4.79387, -1.62873], [-0.57896, 2.63322, 0.57376], [3.18597, 3.81059, -0.91678], [2.95166, 2.36175, 0.04832], [2.49880, 3.95685, 0.70009], [1.21729, 1.58499, -2.88985], [-0.52457, 1.68026, -2.61986], [0.55101, 0.63246, -1.60807], [0.51315, 5.13393, -2.48927], [-0.04157, 5.57196, -0.86791], [-1.09284, 4.61888, -1.94343], [-1.58690, 2.70609, 0.09712], [-0.52243, 3.24228, 1.47585], [-1.25600, -0.30363, 3.17777], [-0.92278, 0.06850, 2.13834], [-1.57937, -0.57339, 4.09149]]
}

No. 2
{
  "formula": "C26H28AlBCl3F4N5O2",
  "method": "ωB97M-V/def2-TZVPD",
  "e_homo_ev": -13.97,
  "charge": 2,
  "e_lumo_ev": -7.328,
  "spin_multiplicity": 1,
  "gap_ha": 0.2440,
  "species": ["Al", "C", "C", "C", "C", "C", "N", "C", "C", "C", "N", "C", "C", "C", "C", "C", "C", "C", "C", "N", "C", "C", "C", "N", "C", "C", "C", "C", "O", "C", "O", "H", "H", "H", "H", "H", "H", "H", "H", "H", "H", "H", "H", "H", "H", "H", "H", "H", "H", "H", "H", "H", "H", "H", "H", "H", "H", "H", "H", "Cl", "C", "Cl", "Cl", "C", "N", "F", "B", "F", "F", "F"],
  "coordinates": [[-0.51599, -0.36346, 1.97968], [-4.16790, -1.16837, -3.88688], [-3.69523, -0.70730, -2.51998], [-3.48371, 0.67205, -2.23054], [-2.79109, 1.08647, -1.09587], [-2.28903, 2.41246, -0.93078], [-1.79295, 3.16726, -1.93135], [-0.87460, 2.74478, -3.01982], [0.45043, 2.18711, -2.49605], [1.53959, 3.23493, -2.12494], [1.41737, 3.77429, -0.76884], [1.57463, 3.12393, 0.40045], [2.45523, 2.00660, 0.59209], [3.70568, 1.85714, -0.01970], [4.53525, 0.68990, 0.04911], [5.85430, 0.49356, -0.59746], [3.95570, -0.38203, 0.79024], [2.72038, -0.25177, 1.48742], [2.23576, -1.38038, 2.20175], [0.97927, -1.54362, 2.53912], [0.62293, -2.53204, 3.57174], [-0.39575, -3.53101, 3.07397], [-1.78582, -2.96859, 2.87087], [-1.82111, -1.89134, 1.82428], [-2.49242, -2.17742, 0.74901], [-2.82242, -1.24628, -0.25746], [-3.38037, -1.62743, -1.51925], [-2.38533, 0.12338, -0.09237], [-1.75783, 0.63756, 0.90719], [1.90142, 0.90963, 1.33082], [0.67248, 1.00995, 1.76553], [-3.95437, -0.41691, -4.64935], [-5.24295, -1.37799, -3.86188], [-3.63174, -2.10647, -4.06522], [-3.73614, 1.38887, -3.00607], [-2.21999, 2.77463, 0.09726], [-1.87015, 4.14225, -1.78994], [-0.70693, 3.67499, -3.59801], [-1.34031, 2.00189, -3.62362], [0.90142, 1.56992, -3.31294], [0.23011, 1.44832, -1.69739], [1.45076, 4.05682, -2.84104], [2.52236, 2.75189, -2.18807], [0.76680, 4.55839, -0.70414], [0.94605, 3.40999, 1.22623], [4.14791, 2.70872, -0.50138], [6.06900, 1.44988, -1.09885], [5.82308, -0.32965, -1.28203], [6.67489, 0.41050, 0.10164], [4.50663, -1.33155, 0.79293], [2.93530, -2.21804, 2.38776], [0.33690, -2.00848, 4.49985], [1.54707, -3.09524, 3.81390], [-0.45734, -4.33604, 3.79897], [-0.08377, -4.04457, 2.16205], [-2.15983, -2.51145, 3.79875], [-2.48995, -3.72461, 2.61163], [-2.78943, -3.20731, 0.49488], [-3.70571, -2.63162, -1.76087], [2.67533, -3.44282, -1.41437], [1.50479, -2.38079, -2.26521], [0.19188, -3.37978, -3.02889], [2.29700, -1.31132, -3.45006], [0.81157, -1.64736, -1.21074], [0.24317, -1.05855, -0.38313], [-2.09258, -0.75882, 5.47021], [-2.14494, 0.37284, 4.70702], [-1.76252, 1.52216, 5.40316], [-3.34911, 0.51574, 4.00451], [-1.01313, 0.20159, 3.72049]]
}